The following is a DFT calculation (wB97M-V/def2-TZVPD) of a cluster of 2 separate species, C6H12O in total.

```
! RIJCOSX wB97M-V def2-TZVPD def2/J DEFGRID3
* xyz 0 1
C 0.56 1.91 -0.03
C -0.30 0.90 -0.07
C -1.70 0.45 -0.07
C -0.54 -0.54 0.00
C -0.20 -1.27 1.29
C 1.28 -1.67 1.32
H 0.23 2.94 -0.04
H 1.63 1.72 0.02
H -2.26 0.49 -1.00
H -2.29 0.61 0.83
H -0.37 -1.11 -0.92
H -0.42 -0.61 2.13
H -0.84 -2.16 1.39
H 1.51 -2.38 0.51
H 1.54 -2.15 2.27
H 1.92 -0.79 1.19
O 0.08 0.89 -3.17
H 0.49 1.03 -2.31
H -0.33 1.74 -3.36
*
```

Results
Energy relative to the best compared isomer or geometry (same formula, charge and spin), kcal/mol: 45.8
HOMO level, hartree: -0.365
Frontier orbital gap, eV: 10.886
Structure (SMILES): C=C1C[C@@H]1CC.O

Löwdin population analysis, charges in e, atoms 1 to 2: 0.045, -0.303

---

The following is a DFT calculation (wB97M-V/def2-TZVPD) of a cluster of 2 separate species, C4H12 in total in a non-equilibrium geometry.

```
! RIJCOSX wB97M-V def2-TZVPD def2/J DEFGRID3
* xyz 0 1
C 1.43 -1.02 -0.73
C 1.87 -0.04 -2.02
H 2.26 -1.32 -0.09
H 0.70 -0.50 -0.11
H 0.84 -1.86 -0.95
H 2.07 0.92 -1.69
H 2.51 -0.58 -2.56
H 1.07 0.12 -2.71
C -1.81 -0.19 1.19
C -1.38 1.25 1.51
H -1.22 -0.73 0.55
H -1.67 -0.81 2.08
H -2.78 -0.08 0.77
H -2.28 1.86 1.83
H -1.01 1.68 0.61
H -0.60 1.28 2.32
*
```

Results
Energy relative to the best compared isomer or geometry (same formula, charge and spin), kcal/mol: 26.7
HOMO level, hartree: -0.421
Frontier orbital gap, eV: 12.583
Structure (SMILES): CC.CC

Löwdin population analysis, charges in e, atoms 1 to 2: -0.094, -0.080

---

The following is a DFT calculation (wB97M-V/def2-TZVPD) of a structure of composition C5H7NOS in a non-equilibrium geometry.

```
! RIJCOSX wB97M-V def2-TZVPD def2/J DEFGRID3
* xyz 0 1
C 1.02 0.04 1.12
C 1.24 -0.09 -0.87
C -0.05 0.08 0.00
C -1.10 -1.02 -0.16
C -0.80 1.39 -0.13
H 0.90 0.75 1.94
H 1.14 -0.94 1.53
H 1.37 0.48 -1.79
H 1.28 -1.17 -1.08
H -0.97 -1.90 0.53
H -1.06 -1.38 -1.19
H -0.26 2.33 -0.18
N -2.06 1.38 -0.06
O 2.08 0.28 0.16
S -2.71 -0.22 0.18
*
```

Results
Energy relative to the best compared isomer or geometry (same formula, charge and spin), kcal/mol: 53.9
HOMO level, hartree: -0.320
Frontier orbital gap, eV: 9.495

Löwdin population analysis, charges in e, atoms 1 to 2: -0.089, -0.176

---

The following is a DFT calculation (wB97M-V/def2-TZVPD) of the molecule C5H8O in a non-equilibrium geometry.

```
! RIJCOSX wB97M-V def2-TZVPD def2/J DEFGRID3
* xyz 0 1
C -0.68 -1.31 -0.68
C -1.33 0.60 0.23
C -0.09 1.36 0.10
C 1.10 0.77 0.03
C 1.35 -0.68 0.23
O 0.29 -1.60 0.15
H -1.49 -2.04 -0.64
H -1.05 -0.30 -1.07
H -2.21 1.15 -0.11
H -1.55 0.18 1.21
H -0.17 2.43 -0.09
H 2.00 1.35 -0.15
H 1.72 -0.88 1.24
H 2.12 -1.03 -0.46
*
```

Results
Energy relative to the best compared isomer or geometry (same formula, charge and spin), kcal/mol: 112.7
HOMO level, hartree: -0.270
Frontier orbital gap, eV: 8.201

Löwdin population analysis, charges in e, atoms 1 to 2: -0.046, -0.115

---

The following is a DFT calculation (wB97M-V/def2-TZVPD) of a structure of composition C28H53N4O2SSbTl in a non-equilibrium geometry.

```
! RIJCOSX wB97M-V def2-TZVPD def2/J DEFGRID3
* xyz 1 1
Tl -0.77 -2.05 0.11
N -1.28 0.27 1.27
C -1.84 0.22 2.66
C -1.86 1.56 3.39
C -0.52 1.89 4.16
C 0.58 2.32 3.40
N 0.99 1.33 2.46
H -0.45 0.87 1.23
H -1.99 0.64 0.68
H -1.41 -0.56 3.24
H -2.80 -0.13 2.35
H -2.70 1.57 4.11
H -2.10 2.29 2.63
H -0.21 0.98 4.70
H -0.76 2.59 4.96
H 1.41 2.70 3.98
H 0.29 3.20 2.78
H 0.90 0.34 2.78
H 1.92 1.39 2.07
C 2.23 -0.88 -3.36
O 2.10 -1.82 -2.28
C 2.41 -3.14 -2.67
C 1.92 -4.01 -1.53
O 0.57 -3.90 -1.40
C -0.11 -4.62 -2.42
H 3.32 -0.70 -3.54
H 1.71 0.04 -3.09
H 1.74 -1.29 -4.23
H 3.46 -3.30 -2.80
H 1.86 -3.36 -3.54
H 2.37 -3.74 -0.54
H 2.10 -5.10 -1.73
H -0.12 -5.71 -2.19
H 0.44 -4.60 -3.37
H -1.11 -4.17 -2.53
S 0.03 -3.12 2.17
C 1.54 -2.23 2.01
C 2.50 -2.12 3.03
C 3.60 -1.29 2.77
C 3.71 -0.65 1.54
C 2.73 -0.90 0.55
N 1.68 -1.69 0.76
H 2.53 -2.81 3.90
H 4.39 -1.18 3.50
H 4.50 -0.06 1.17
H 2.83 -0.49 -0.46
C -2.83 -4.84 0.16
N -4.05 -4.17 -0.20
C -4.75 -4.70 -1.35
C -4.06 -2.73 -0.14
C -3.47 -1.98 -1.41
C -4.31 -1.50 -2.37
C -3.83 -0.89 -3.52
C -2.42 -0.86 -3.71
C -1.58 -1.28 -2.69
C -2.11 -1.79 -1.49
H -3.05 -5.92 0.33
H -2.55 -4.43 1.12
H -2.01 -4.79 -0.57
H -4.70 -5.76 -1.32
H -4.36 -4.37 -2.37
H -5.80 -4.34 -1.37
H -3.44 -2.42 0.75
H -5.12 -2.39 -0.08
H -5.41 -1.66 -2.23
H -4.49 -0.50 -4.28
H -2.13 -0.39 -4.63
H -0.54 -1.36 -2.84
C 0.42 2.58 -1.99
C 0.18 3.77 -1.04
Sb 2.03 4.93 -1.02
C 2.94 4.48 0.86
C 4.12 5.49 1.26
C 1.17 6.75 -0.22
C 0.66 6.53 1.26
H -0.56 2.28 -2.37
H 0.83 1.74 -1.38
H 1.09 2.78 -2.78
H -0.05 3.31 -0.09
H -0.60 4.41 -1.35
H 3.28 3.41 0.87
H 2.17 4.51 1.61
H 5.03 5.41 0.65
H 4.50 5.39 2.28
H 3.73 6.57 1.22
H 0.28 7.01 -0.83
H 1.91 7.56 -0.25
H -0.08 5.69 1.32
H 0.16 7.47 1.50
H 1.41 6.39 1.99
*
```

Results
Energy relative to the best compared isomer or geometry (same formula, charge and spin), kcal/mol: 81.8
HOMO level, hartree: -0.372
Frontier orbital gap, eV: 7.345

Löwdin population analysis, charges in e, atoms 1 to 2: 0.964, -0.032

---

The following is a DFT calculation (wB97M-V/def2-TZVPD) of a structure of composition C14H18N2 in a non-equilibrium geometry.

```
! RIJCOSX wB97M-V def2-TZVPD def2/J DEFGRID3
* xyz 0 1
C -2.76 -0.92 -1.85
C -2.93 0.49 -2.37
C -2.22 1.44 -1.51
C -1.35 1.79 0.70
C 0.16 1.34 0.96
C 1.24 2.07 0.40
C 2.63 1.40 0.49
C 2.82 -0.05 0.88
C 3.86 -0.82 0.71
C 3.80 -2.09 1.47
C 2.97 -2.43 2.63
C 1.74 -1.68 2.52
C 1.65 -0.47 1.59
C 0.22 -0.02 1.40
H -1.50 -2.61 -2.62
H -0.29 -1.27 -2.55
H -2.74 -0.95 -0.79
H -3.93 -1.33 -2.22
H -2.63 0.68 -3.32
H -4.02 0.86 -2.30
H -2.44 2.56 -1.79
H -1.19 1.47 -1.71
H -2.83 0.29 0.42
H -1.11 2.92 0.70
H -1.97 2.03 1.72
H 0.93 3.23 0.35
H 3.34 1.67 -0.28
H 4.72 -0.56 0.03
H 4.72 -2.68 1.16
H 3.05 -3.30 3.15
H 0.79 -1.82 3.12
H -0.69 -0.93 1.56
N -1.56 -1.64 -2.66
N -2.51 1.32 0.00
*
```

Results
Energy relative to the best compared isomer or geometry (same formula, charge and spin), kcal/mol: 211.3
HOMO level, hartree: -0.291
Frontier orbital gap, eV: 7.602

Löwdin population analysis, charges in e, atoms 1 to 2: -0.225, -0.272